1.
{"formula": "C26H25AuBN8P", "method": "wB97M-V/def2-TZVPD", "gap_ev": [8.4, 6.6], "multiplicity": 3, "homo_energy_ev": [-14.0, -14.7], "largest_force_ev_per_a": 1.56, "e_tot_ha": -1945.19229, "lumo_ev": [-5.60, -8.10], "charge": 2, "symbols": ["Au", "C", "C", "N", "N", "C", "B", "N", "C", "C", "C", "N", "N", "C", "C", "C", "N", "H", "H", "H", "H", "H", "H", "H", "H", "H", "H", "N", "P", "C", "C", "C", "C", "C", "C", "C", "C", "C", "C", "C", "C", "C", "C", "C", "C", "C", "N", "H", "H", "H", "H", "H", "H", "H", "H", "H", "H", "H", "H", "H", "H", "H"], "xyz": [[-1.4151, -0.4955, 0.4788], [0.5314, 2.4069, -3.5285], [0.8597, 2.0493, -2.2300], [-0.0816, 1.2560, -1.7134], [-1.0126, 1.0573, -2.6630], [-0.6646, 1.7573, -3.7587], [-2.4624, 0.5548, -2.4837], [-2.5963, -0.9682, -2.3130], [-3.2244, -1.7925, -3.1585], [-3.3293, -3.0410, -2.5707], [-2.7412, -2.8941, -1.3242], [-2.3002, -1.6446, -1.2026], [-3.0368, 1.2538, -1.2436], [-3.9836, 2.1927, -1.2205], [-4.1018, 2.6760, 0.0717], [-3.1674, 1.9612, 0.8023], [-2.5245, 1.1199, -0.0131], [1.0814, 3.0416, -4.1910], [1.7032, 2.3523, -1.6404], [-1.2945, 1.7623, -4.6228], [-3.1026, 0.8600, -3.4239], [-3.5583, -1.4547, -4.1189], [-3.7864, -3.9204, -2.9698], [-2.6287, -3.6118, -0.5369], [-4.5282, 2.4577, -2.1026], [-4.7588, 3.4394, 0.4293], [-2.9333, 2.0102, 1.8477], [1.5557, -1.4866, 0.3939], [1.2616, 0.1664, 0.0425], [3.0476, 0.5992, 0.1588], [3.8499, 0.8254, -0.9489], [5.2199, 0.9558, -0.7756], [5.7767, 0.8480, 0.4880], [4.9676, 0.6369, 1.5935], [3.6008, 0.5150, 1.4376], [0.6463, 0.9609, 1.5729], [0.5171, 0.2981, 2.8004], [0.2401, 1.0300, 3.9429], [0.0990, 2.4091, 3.8786], [0.2664, 3.0716, 2.6674], [0.5270, 2.3530, 1.5148], [0.7417, -2.5196, 0.7561], [1.2445, -3.8296, 0.8072], [0.4351, -4.8432, 1.2662], [-0.8626, -4.5400, 1.6825], [-1.2983, -3.2408, 1.5750], [-0.5228, -2.2517, 1.1059], [2.4602, -1.7840, 0.0324], [3.4198, 0.8910, -1.9372], [5.8511, 1.1259, -1.6329], [6.8433, 0.9327, 0.6183], [5.3881, 0.5542, 2.5842], [2.9785, 0.3460, 2.3042], [0.6754, -0.7688, 2.8694], [0.1525, 0.5215, 4.8904], [-0.1401, 2.9702, 4.7696], [0.2023, 4.1491, 2.6307], [0.6689, 2.8633, 0.5722], [2.2569, -4.0249, 0.4887], [0.7973, -5.8596, 1.3091], [-1.5172, -5.3059, 2.0658], [-2.2943, -2.9554, 1.8741]], "atomic_forces_ev_per_a": [[-0.734, -0.433, -0.028], [-0.069, -0.122, -0.015], [-0.208, 0.097, -0.309], [0.115, 0.128, 0.563], [0.064, 0.082, -0.603], [0.425, 0.114, -0.034], [0.274, -0.183, 0.510], [-0.224, 0.057, -0.361], [-0.051, -0.448, -0.009], [-0.001, 0.186, -0.025], [-0.027, 0.008, -0.219], [0.419, 0.381, 0.882], [-0.276, 0.083, -0.295], [-0.100, 0.149, 0.424], [0.123, -0.075, -0.032], [-0.109, 0.151, -0.120], [0.078, -0.007, 0.357], [0.055, 0.140, -0.171], [0.192, 0.053, 0.090], [-0.211, 0.036, -0.210], [-0.084, 0.117, -0.303], [-0.053, 0.131, -0.162], [-0.094, -0.204, -0.146], [0.054, -0.113, 0.109], [-0.025, 0.054, -0.282], [-0.184, 0.149, 0.066], [0.088, -0.028, 0.200], [0.227, 0.178, -0.442], [1.177, -0.215, 1.000], [-0.409, 0.099, -0.262], [-0.040, -0.033, -0.041], [0.069, -0.025, -0.031], [0.021, 0.066, -0.081], [-0.125, -0.055, 0.107], [0.083, 0.065, -0.030], [-0.140, -0.216, -0.293], [-0.037, -0.029, -0.100], [-0.072, 0.009, 0.098], [-0.013, -0.111, -0.087], [-0.028, -0.014, -0.093], [-0.111, 0.020, -0.028], [-0.156, -0.659, 0.127], [-0.144, 0.122, 0.043], [-0.052, 0.261, -0.038], [-0.038, 0.211, -0.005], [-0.192, -0.626, 0.337], [0.495, 0.188, -0.269], [-0.148, 0.113, 0.216], [0.000, -0.031, -0.117], [0.073, 0.032, -0.091], [0.138, 0.033, -0.022], [0.112, 0.031, 0.045], [0.033, -0.002, 0.032], [-0.013, -0.041, 0.030], [-0.039, -0.049, 0.090], [0.069, 0.032, 0.080], [-0.035, 0.054, -0.048], [-0.065, 0.110, -0.047], [0.096, 0.012, -0.006], [0.064, -0.039, -0.004], [-0.087, 0.007, 0.054], [-0.146, 0.000, 0.000]], "lowdin_spin": [0.513, 0.003, 0.027, 0.240, 0.018, 0.033, -0.001, 0.012, 0.001, 0.006, 0.012, 0.204, 0.002, 0.001, 0.003, 0.012, 0.055, 0.000, 0.000, 0.003, 0.000, 0.001, 0.001, 0.000, 0.000, 0.000, 0.002, 0.108, 0.343, 0.057, 0.001, 0.000, -0.002, 0.005, 0.016, 0.083, 0.054, -0.001, 0.036, 0.004, 0.026, 0.006, 0.017, 0.003, 0.017, 0.010, 0.055, 0.001, 0.001, 0.000, 0.000, 0.001, 0.002, 0.002, 0.000, 0.002, 0.000, 0.001, 0.001, 0.000, 0.001, 0.002]}

---

2.
{"formula": "C26H25BrClInN2O2Si", "method": "wB97M-V/def2-TZVPD", "relative_energy_kcal_mol": 3.1, "gap_ev": 8.0, "homo_energy_ev": -8.1, "largest_force_ev_per_a": 1.71, "e_tot_ha": -4779.63170, "lumo_ev": -0.12, "symbols": ["In", "N", "C", "C", "O", "O", "H", "H", "H", "H", "Cl", "C", "C", "C", "C", "C", "C", "C", "H", "H", "H", "H", "H", "H", "C", "C", "C", "C", "C", "C", "Si", "C", "C", "C", "C", "C", "C", "H", "H", "H", "H", "H", "H", "H", "H", "H", "H", "H", "Br", "C", "C", "C", "N", "C", "C", "H", "H", "H", "H"], "xyz": [[0.5288, -0.9689, -0.5777], [-0.0653, -3.2499, 0.4271], [1.1606, -4.0507, 0.5267], [2.4661, -3.3206, 0.0610], [3.4976, -3.9510, 0.1722], [2.3622, -2.1338, -0.3840], [-0.4330, -3.0547, 1.3541], [-0.7791, -3.7686, -0.0764], [1.0905, -4.9478, -0.0915], [1.3443, -4.3715, 1.5557], [-0.3103, 0.4407, -4.8724], [-1.6103, -0.4825, -4.1788], [-2.8928, -0.2652, -4.6482], [-3.9487, -0.9901, -4.1228], [-3.7144, -1.9032, -3.1048], [-2.4317, -2.1064, -2.6421], [-1.3335, -1.4181, -3.1759], [0.0184, -1.6887, -2.7030], [-3.0609, 0.4670, -5.4237], [-4.9468, -0.8360, -4.5021], [-4.5414, -2.4563, -2.6814], [-2.2478, -2.8066, -1.8316], [0.7905, -1.2365, -3.3212], [0.2116, -2.7547, -2.5809], [0.5101, 4.7011, 2.0624], [-0.4092, 3.9588, 1.3395], [-0.2758, 2.5848, 1.2536], [0.7686, 1.9220, 1.8880], [1.6846, 2.6817, 2.6086], [1.5618, 4.0569, 2.6917], [0.9337, 0.0284, 1.8119], [-0.3131, -0.7430, 3.0343], [0.0879, -1.1805, 4.2941], [-0.8254, -1.7141, 5.1875], [-2.1631, -1.8111, 4.8432], [-2.5782, -1.3864, 3.5912], [-1.6589, -0.8641, 2.6986], [0.4063, 5.7744, 2.1361], [-1.2366, 4.4516, 0.8511], [-1.0013, 2.0056, 0.6912], [2.5004, 2.1867, 3.1168], [2.2815, 4.6290, 3.2577], [2.2929, -0.3184, 2.2761], [1.1282, -1.1010, 4.5772], [-0.4952, -2.0503, 6.1593], [-2.8786, -2.2158, 5.5450], [-3.6190, -1.4588, 3.3128], [-1.9889, -0.5368, 1.7153], [3.4050, 5.1300, -3.1870], [2.6419, 3.5046, -2.5684], [3.4546, 2.4461, -2.1883], [2.8405, 1.2970, -1.7157], [1.5264, 1.1749, -1.6133], [0.7592, 2.1839, -1.9937], [1.2629, 3.3769, -2.4824], [4.5288, 2.5111, -2.2627], [3.4129, 0.4294, -1.4091], [-0.3078, 2.0233, -1.9080], [0.6082, 4.1764, -2.7932]], "atomic_forces_ev_per_a": [[0.599, -0.778, -0.430], [-0.279, 0.091, 0.007], [0.709, 0.165, -0.167], [-0.369, -0.847, 0.475], [0.203, -0.218, 0.035], [-0.419, 1.232, -0.544], [-0.067, 0.012, -0.103], [0.035, 0.162, 0.116], [-0.033, 0.053, 0.094], [-0.030, -0.013, -0.144], [0.056, 0.176, -0.149], [-0.028, -0.211, 0.266], [-0.171, -0.015, -0.015], [0.031, 0.104, -0.019], [-0.118, -0.052, -0.027], [0.137, 0.071, -0.006], [-0.534, 0.127, -0.287], [0.752, 0.367, 1.487], [0.021, 0.026, -0.074], [-0.096, 0.037, -0.018], [-0.009, -0.044, 0.041], [-0.036, -0.017, -0.101], [-0.010, -0.131, 0.071], [-0.009, 0.010, -0.041], [0.028, 0.016, -0.022], [-0.152, 0.067, -0.028], [-0.095, -0.149, -0.060], [0.155, -0.629, -0.036], [0.083, -0.119, 0.016], [0.036, 0.171, 0.098], [-0.985, 0.350, -0.137], [0.492, 0.145, -0.375], [0.104, 0.009, -0.053], [-0.024, -0.032, 0.166], [-0.004, -0.021, -0.003], [-0.142, 0.011, -0.008], [0.000, 0.077, -0.230], [0.002, 0.055, -0.011], [-0.088, 0.062, -0.069], [-0.062, 0.056, -0.058], [0.125, -0.006, 0.044], [0.083, 0.055, 0.057], [0.071, -0.054, -0.031], [0.099, -0.024, 0.064], [0.041, -0.025, 0.089], [-0.027, -0.037, 0.026], [-0.109, -0.014, -0.029], [-0.072, -0.029, 0.036], [-0.122, -0.318, 0.086], [-0.030, -0.012, 0.054], [-0.040, 0.144, -0.069], [0.372, 0.027, -0.036], [-0.143, -0.466, 0.142], [-0.173, 0.225, -0.098], [0.176, 0.031, -0.036], [0.051, -0.011, 0.029], [0.159, 0.026, 0.016], [-0.093, 0.094, -0.037], [-0.052, 0.013, 0.035]], "mulliken_charge": [1.644, -0.480, -0.521, 0.519, -0.725, -0.662, 0.180, 0.229, 0.337, 0.332, -0.222, 0.682, -0.700, -0.359, -0.885, -0.003, 0.318, -1.780, 0.432, 0.380, 0.401, 0.238, 0.583, 0.463, -0.509, -0.620, -0.078, 0.405, -0.446, -0.518, -0.222, 0.260, -0.465, -0.513, -0.460, -0.619, 0.072, 0.401, 0.413, 0.335, 0.374, 0.402, -0.260, 0.352, 0.396, 0.385, 0.398, 0.264, -0.156, 0.136, -0.647, -0.489, 0.085, -0.436, -0.689, 0.482, 0.537, 0.550, 0.475]}